40
Properties=species:S:1:pos:R:3:forces:R:3:mulliken_charge:R:1 method="wB97M-V/def2-TZVPD" homo_energy_ev=-9.00 spin_multiplicity=1 largest_force_ev_per_a=1.80 charge=0 e_above_lowest_ev=1.153 smiles="C=C(C)C/C=C/C.O.O.O.O.O.O.O"
C -2.690542 1.294102 -2.243028 -0.61 0.21 -0.31 -0.97
C -1.456680 0.920296 -2.550786 0.09 -0.04 -0.03 0.99
C -0.330090 1.918815 -2.558598 0.30 0.30 -1.13 -1.39
C -1.091810 -0.523919 -2.853757 -0.79 -0.50 0.12 -0.91
C -1.666277 -1.459731 -1.807704 0.19 -0.12 0.45 -0.17
C -0.910101 -2.279686 -1.090311 0.85 -0.33 -1.08 -0.06
C -1.171056 -3.406089 -0.126268 -0.79 1.61 0.07 -1.09
H -2.968301 2.320306 -2.028691 0.34 0.06 0.10 0.28
H -3.554815 0.641358 -2.289657 0.21 -0.28 0.07 0.27
H -0.310487 2.603802 -1.715351 0.10 -0.19 0.26 0.34
H 0.628735 1.434313 -2.744511 0.11 -0.07 0.66 0.33
H -0.387738 2.571407 -3.440546 -0.36 -0.01 0.06 0.36
H -0.019637 -0.641155 -2.975374 0.21 -0.04 0.38 0.37
H -1.493696 -0.920396 -3.794447 -0.17 0.63 -0.21 0.33
H -2.741535 -1.411856 -1.680155 -0.11 -0.04 0.03 0.31
H 0.132466 -2.218213 -1.391602 0.26 0.07 0.17 0.19
H -1.835802 -3.020885 0.648331 0.16 -0.24 0.25 0.23
H -0.214595 -3.668426 0.307663 -0.14 -0.50 0.22 0.23
H -1.691280 -4.214206 -0.611762 0.16 -0.58 -0.18 0.36
O -0.649882 -0.986465 1.728991 -0.53 -0.62 -0.12 -0.53
H -0.785685 -0.310597 2.410732 0.35 -0.23 -0.06 0.31
H 0.134612 -0.778638 1.215856 0.07 0.22 0.07 0.29
O 3.060629 2.771380 1.996388 -0.13 -0.12 0.02 -0.66
H 2.289571 3.348287 1.997928 0.16 0.09 -0.07 0.29
H 2.697287 1.921908 2.300307 -0.02 -0.14 -0.01 0.40
O 1.855817 0.236268 2.646331 0.36 1.02 -0.14 -0.62
H 1.978725 -0.564392 2.105677 -0.18 -0.16 0.30 0.39
H 1.550786 0.054156 3.532123 -0.07 -0.56 0.16 0.31
O -1.839367 1.503250 1.061685 -0.15 0.20 0.02 -0.64
H -1.157808 1.450286 0.383889 0.00 0.05 -0.08 0.24
H -2.241267 0.626742 1.004607 0.11 -0.04 0.01 0.36
O -1.010547 0.787154 3.853621 -0.09 0.77 -0.45 -0.68
H -1.872162 1.180445 3.647524 -0.09 -0.29 0.30 0.32
H -0.477606 1.327683 3.246339 0.23 -0.14 0.24 0.32
O 2.168644 -1.336374 0.540886 -0.41 0.10 0.07 -0.70
H 2.170231 -2.273513 0.332058 0.35 0.09 -0.06 0.28
H 3.018172 -0.896906 0.330655 0.06 -0.30 -0.03 0.39
O 4.325461 0.281947 0.216535 0.08 -0.18 -0.19 -0.72
H 4.086779 0.817534 -0.547842 0.07 0.16 0.15 0.34
H 4.470832 0.900017 0.942256 -0.15 0.15 -0.04 0.29